The following is a quantum chemistry calculation of a structure of composition C15H37NO5PS at a distorted geometry, from the Open Molecules 2025 dataset.

Output
total charge = +1
lowest unoccupied orbital energy = -2.5 eV
HOMO = -12.06 eV
frontier orbital gap = 9.60 eV
multiplicity = 1
total energy = -1763.93320 Ha

Atoms and positions in Å:
1 C 3.5499 -2.6347 -6.0732
2 C 2.6995 -1.8018 -5.0883
3 C 2.6291 -0.3022 -5.4568
4 C 2.6331 0.6514 -4.2524
5 C 1.2668 0.8466 -3.5818
6 C 0.7630 -0.3405 -2.7200
7 C 0.9722 -0.1575 -1.2015
8 O 1.9985 -1.0248 -0.6641
9 S 3.4882 -0.3910 -0.9277
10 O 3.5222 0.9425 -0.3719
11 O 4.3984 -1.2954 0.1712
12 P 5.9461 -0.6985 0.0907
13 O 6.3547 -0.6122 -1.3166
14 H 4.1428 -1.9827 -6.7178
15 H 4.2510 -3.2985 -5.5644
16 H 2.9337 -3.2671 -6.7135
17 H 3.0234 -1.9658 -4.0587
18 H 1.6789 -2.1965 -5.1586
19 H 1.8156 -0.0984 -6.1575
20 H 3.5453 -0.0856 -6.0174
21 H 3.4279 0.3569 -3.5654
22 H 2.9251 1.6347 -4.6383
23 H 1.3605 1.7082 -2.9082
24 H 0.5069 1.1362 -4.3096
25 H -0.3245 -0.3771 -2.8500
26 H 1.1435 -1.3126 -3.0279
27 H 0.0589 -0.4717 -0.6911
28 H 1.1236 0.8922 -0.9413
29 H 5.9894 0.5846 0.6572
30 H 6.7592 -1.5726 0.8333
31 C -5.1515 0.5159 3.7513
32 C -3.7558 1.0153 4.0636
33 N -2.6560 -0.0197 3.9390
34 C -2.9100 -1.0830 4.9763
35 C -1.3231 0.5931 4.3345
36 C -0.7666 1.6920 3.4447
37 C -2.6179 -0.7478 2.6060
38 C -2.5166 0.0749 1.3307
39 O -3.6387 0.9123 1.1674
40 C -3.3690 2.1923 0.6019
41 H -5.4807 -0.2580 4.4446
42 H -5.8474 1.3481 3.8514
43 H -5.2509 0.1342 2.7393
44 H -3.7170 1.3701 5.0949
45 H -3.4966 1.8532 3.4264
46 H -2.9703 -0.6064 5.9509
47 H -2.0838 -1.7890 4.9501
48 H -3.8358 -1.5972 4.7429
49 H -0.6097 -0.2280 4.3936
50 H -1.4741 0.9857 5.3395
51 H -0.2449 1.2846 2.5824
52 H -0.0152 2.2444 4.0086
53 H -1.5133 2.4099 3.1114
54 H -3.5268 -1.3445 2.5688
55 H -1.7649 -1.4247 2.6658
56 H -2.5117 -0.6327 0.4921
57 H -1.5800 0.6230 1.2708
58 H -2.3705 2.2624 0.1688
59 H -3.4776 2.9589 1.3760
60 H -4.1068 2.3946 -0.1722